The following is a quantum chemistry calculation of a molecular structure, C17H48IMoOP2Si4Te, from the Open Molecules 2025 dataset.

## Properties
Spin multiplicity   3
Total charge   +3
Max |F|   5.6 eV/Å
Highest occupied orbital energy (alpha / beta)   -16.697 / -16.441 eV
Orbital gap (alpha / beta)   4.59 / 3.76 eV

Each line ends with the Mulliken spin population.
Geometry (Å):
I (1.2426, -0.1547, -2.7538)  -0.002
Te (-1.2506, 0.0148, 2.0135)  -0.161
Mo (0.0670, -0.0295, -0.2760)  2.251
P (0.1166, 2.3201, -0.2447)  -0.153
P (0.1974, -2.3822, 0.0386)  -0.139
Si (-0.3339, 0.0230, 4.4187)  0.006
Si (1.7210, 0.9748, 5.0037)  -0.019
Si (-0.2541, -2.0380, 5.5289)  -0.004
Si (-1.8318, 1.2220, 5.7613)  0.042
O (-3.0487, -0.0809, -1.0266)  0.093
C (2.9657, 0.2750, 3.7766)  0.000
C (-1.4020, 3.2871, -0.6009)  0.025
C (2.2569, 0.5422, 6.7641)  0.002
C (1.3171, 3.1091, -1.3735)  0.018
C (0.8208, -2.8328, 1.7046)  0.024
C (-3.4441, 0.2513, 5.7765)  0.008
C (0.6361, 3.0307, 1.3637)  0.009
C (-1.2721, 1.5024, 7.5458)  0.002
C (-0.4656, -1.9569, 7.4054)  -0.002
C (1.6868, 2.8528, 4.8931)  -0.006
C (-0.3163, 0.0900, -4.3390)  0.031
C (-1.8740, -0.0819, -0.9353)  -0.056
C (-1.3492, -3.3693, -0.0991)  0.019
C (-2.1002, 2.9147, 4.9923)  0.010
C (1.3945, -2.9011, 5.2191)  0.009
C (1.3330, -3.3386, -1.0245)  0.018
C (-1.6674, -3.0840, 4.8574)  -0.010
H (0.0604, -2.6203, 2.4685)  -0.021
H (1.3650, -3.8560, 5.7667)  0.000
H (-2.9144, 3.3947, 5.5574)  0.002
H (2.3238, 2.7659, -1.1167)  0.001
H (1.4960, 3.2185, 3.8758)  0.001
H (3.2447, 1.0121, 6.9077)  0.000
H (-0.8138, -0.8815, -4.4054)  0.002
H (-1.0400, 0.8804, -4.1186)  0.002
H (-2.1333, 3.1671, 0.2095)  0.005
H (3.8878, 0.8704, 3.8670)  0.000
H (-3.3692, -0.7084, 6.3071)  0.000
H (1.0927, 2.8308, -2.4074)  -0.001
H (-1.6130, -3.2260, 3.7708)  -0.001
H (-1.6045, -4.0713, 5.3411)  -0.001
H (-4.1896, 0.8814, 6.2859)  0.003
H (0.3112, -1.3653, 7.9064)  0.000
H (1.0416, -3.2396, -2.0736)  -0.001
H (-1.8557, 2.9431, -1.5392)  -0.004
H (0.8453, 4.0991, 1.2089)  -0.002
H (2.6128, 0.3327, 2.7387)  0.000
H (-1.2094, 3.5546, 5.0479)  -0.001
H (1.2633, -4.3874, -0.7075)  0.000
H (-0.3922, -2.9900, 7.7849)  -0.001
H (1.5757, 0.9457, 7.5252)  0.000
H (-2.4120, 2.8314, 3.9424)  -0.001
H (-3.7994, 0.0579, 4.7547)  0.000
H (1.5516, 2.5337, 1.7057)  0.001
H (-1.1130, 4.3446, -0.7010)  0.003
H (-1.8305, -3.1602, -1.0654)  -0.001
H (1.0777, -3.9025, 1.7050)  -0.001
H (-1.1603, 0.5789, 8.1275)  0.000
H (3.2116, -0.7731, 3.9922)  0.000
H (-0.1403, 2.9001, 2.1283)  -0.004
H (-2.0554, 2.1099, 8.0279)  0.001
H (-0.3295, 2.0619, 7.6160)  0.000
H (1.7165, -2.2407, 1.9342)  0.001
H (-2.0498, -3.1165, 0.7091)  0.005
H (2.2585, -2.3332, 5.5871)  -0.001
H (2.6805, 3.2085, 5.2100)  -0.002
H (2.3498, -2.9546, -0.8944)  0.002
H (0.9379, 3.3010, 5.5590)  0.000
H (2.3605, -0.5370, 6.9390)  0.000
H (-2.6468, -2.6466, 5.0935)  0.000
H (1.2338, 4.1957, -1.2494)  0.000
H (0.2643, 0.2777, -5.2487)  0.000
H (1.5639, -3.1305, 4.1595)  0.000
H (-1.4375, -1.5516, 7.7148)  0.000
H (-1.0742, -4.4351, -0.0505)  0.002

Cartesian forces (eV/Å) of the 2 atoms listed first:
-0.385 -0.012 -1.252
0.158 -0.099 1.170



The following is a quantum chemistry calculation of a molecular structure, C17H48N2O11SSi, from the Open Molecules 2025 dataset.

## Properties
Total charge   0
Max |F|   2.2 eV/Å
Highest occupied orbital energy   -9.696 eV
Orbital gap   9.71 eV

Each line ends with the Löwdin charge.
Geometry (Å):
S (-2.2130, 2.2366, -2.7715)  0.583
Si (-1.3651, 1.6952, -0.9008)  0.080
O (-1.8158, 1.7470, 2.4192)  0.170
O (-0.6853, 0.2172, -1.0321)  -0.203
O (1.4988, -3.4707, -3.8402)  -0.134
O (-4.7975, -5.0580, -4.7915)  -0.137
O (-0.2732, 2.9115, -0.3769)  -0.053
O (0.3232, -3.2926, 1.1792)  -0.126
O (-0.7563, 7.2019, 0.3675)  -0.124
O (-2.5031, -2.9152, -2.5871)  -0.141
O (1.8751, 3.1792, 5.8915)  -0.145
O (2.5796, 0.1428, 3.1113)  -0.140
O (-0.5808, -0.6852, 3.5032)  -0.136
N (0.6432, 4.3930, -2.0815)  0.189
N (-2.7329, 1.6418, 0.2325)  0.123
C (-2.2733, 1.5465, 1.3596)  -0.378
C (3.5715, 1.7475, -2.2695)  -0.076
C (2.9380, 0.0739, -0.3947)  -0.152
C (-2.0163, 6.5454, 0.4366)  -0.162
C (1.1175, 2.9614, 7.0780)  -0.144
C (2.9368, 1.1415, 4.0686)  -0.146
C (0.1056, 3.6965, -1.3368)  -0.476
C (-3.4674, -3.8732, -2.1505)  -0.147
C (1.6236, -0.6038, -0.8234)  -0.297
C (4.2677, 2.1089, 0.0713)  -0.079
C (0.3693, -0.0779, -0.0592)  -0.149
C (1.3927, -0.6121, -2.3510)  -0.051
C (3.1016, 1.5535, -0.7987)  -0.388
C (0.2230, -4.0925, -3.6940)  -0.151
C (-0.9483, -3.9115, 1.3365)  -0.140
C (-1.3498, -0.9103, 4.6791)  -0.138
C (-5.5869, -4.2365, -5.6465)  -0.153
H (-2.6700, 7.1257, 1.0834)  0.077
H (-0.0168, -0.8984, 0.5590)  0.106
H (2.0482, -4.0482, -4.3763)  0.072
H (0.1145, 2.6041, 6.8287)  0.073
H (-3.1326, -4.8614, -2.4540)  0.078
H (3.8393, 1.6421, 3.7219)  0.076
H (0.5892, -1.2808, -2.6545)  0.067
H (1.6270, 2.2070, 7.6727)  0.079
H (0.3290, -5.0615, -3.1957)  0.078
H (-3.9701, -5.2332, -5.2476)  0.075
H (2.3244, -0.9862, -2.7919)  0.085
H (1.7805, -0.2889, 3.4356)  0.048
H (-0.8395, -4.8909, 1.8098)  0.079
H (-2.4611, 6.4805, -0.5602)  0.078
H (-5.0721, -3.2936, -5.8489)  0.077
H (4.1644, 0.8583, -2.5144)  0.079
H (1.0434, 3.8846, 7.6581)  0.076
H (-1.4383, -4.0258, 0.3650)  0.065
H (-1.4388, 0.0136, 5.2572)  0.075
H (1.4140, 3.8477, 5.3766)  0.081
H (1.7175, -1.6648, -0.5527)  0.123
H (-0.8428, -1.6608, 5.2810)  0.081
H (4.1972, 2.6389, -2.3763)  0.072
H (4.4617, 3.1561, -0.1896)  0.075
H (-5.7907, -4.7520, -6.5884)  0.075
H (-1.1686, 2.1859, -3.6352)  -0.145
H (1.2397, 0.3993, -2.7376)  0.063
H (4.0891, 1.9833, 1.1424)  0.062
H (-1.0394, -0.0190, 2.9821)  0.021
H (-0.2434, -4.2301, -4.6737)  0.079
H (-6.5284, -4.0281, -5.1439)  0.077
H (-4.4335, -3.6669, -2.6106)  0.068
H (3.0285, -0.0059, 0.6961)  0.097
H (2.7397, 1.8428, -2.9719)  0.057
H (-2.3469, -1.2747, 4.4174)  0.077
H (3.7774, -0.4865, -0.8312)  0.123
H (-2.8130, -2.0474, -2.3126)  0.075
H (0.5867, 0.7505, 0.6329)  0.114
H (0.8534, -3.8633, 0.6161)  0.076
H (3.1332, 0.6778, 5.0388)  0.080
H (-0.1882, 6.6799, -0.2077)  0.057
H (-1.8950, 5.5412, 0.8555)  0.065
H (2.1396, 1.8679, 4.1663)  0.051
H (-1.5592, -3.2740, 1.9725)  0.072
H (-0.4042, -3.4466, -3.0899)  0.041
H (2.2307, 2.1780, -0.5635)  0.109
H (5.1825, 1.5649, -0.2084)  0.085
H (-3.5606, -3.8428, -1.0605)  0.069

Cartesian forces (eV/Å) of the 2 atoms listed first:
-0.296 0.092 0.057
-0.737 -1.141 -1.383



The following is a quantum chemistry calculation of a molecular structure, C17H50N17O9Sn, from the Open Molecules 2025 dataset.

## Properties
Total charge   +1
Max |F|   8.3 eV/Å
Highest occupied orbital energy   -7.374 eV
ΔE to the lowest compared entry with this formula, charge and spin   6.658 eV
Orbital gap   5.25 eV

Each line ends with the Löwdin charge.
Geometry (Å):
Sn (0.5150, -0.1276, -0.1904)  1.735
O (1.4973, 0.5123, -3.1060)  -0.018
O (3.6103, 0.7567, 0.2803)  -0.009
O (2.6958, -2.2174, -1.3892)  -0.002
O (-0.1675, -3.3400, -0.4205)  -0.061
O (2.2302, -1.4016, 1.9339)  -0.045
O (1.4139, 2.7958, -0.1312)  -0.013
O (-1.4036, -1.1954, -2.2853)  -0.076
O (-1.1469, -0.7598, 2.6196)  -0.315
O (-1.3855, 1.9270, -1.4852)  -0.030
N (-0.5676, -1.8368, -4.2232)  0.197
N (1.4552, -2.0081, 3.8979)  0.189
N (-1.5676, -3.7541, 1.3663)  0.189
N (0.3504, 1.3621, -4.8393)  0.182
N (-1.7255, -4.9964, -0.3328)  0.163
N (1.8438, -4.0645, -2.2533)  0.180
N (-2.5828, 3.4596, -2.5387)  0.176
N (5.4564, 1.6117, -0.6375)  0.166
N (3.0645, 3.7903, -1.3184)  0.170
N (-2.2186, -2.9801, -3.4345)  0.194
N (2.9133, 4.1002, 0.7956)  0.179
N (-1.7491, 0.4862, 2.4520)  -0.213
N (3.4467, -2.5032, 3.4352)  0.175
N (3.1423, -3.0061, -3.4251)  0.179
N (2.4521, 0.9699, -5.0287)  0.185
N (4.8306, -0.4049, -1.1352)  0.183
N (-2.7889, 1.3146, -3.0432)  0.183
C (-2.2394, 2.2174, -2.2777)  -0.786
C (-1.4488, 1.0207, 4.9930)  -0.031
C (-1.2429, 1.4742, 3.5105)  -0.441
C (2.3694, -1.9633, 2.9972)  -0.809
C (-1.1451, -3.9126, 0.1226)  -0.677
C (-3.5129, 2.8210, 3.2222)  -0.186
C (-1.9942, 2.8024, 3.3559)  -0.175
C (2.3665, 3.4944, -0.2194)  -0.785
C (2.5164, -2.9731, -2.3229)  -0.788
C (-3.3967, -0.2034, 0.8207)  -0.056
C (-1.3986, -1.9833, -3.2277)  -0.738
C (-3.1943, 0.3912, 2.2660)  -0.431
C (1.4650, 0.9653, -4.2290)  -0.793
C (4.6116, 0.6438, -0.4138)  -0.769
C (-3.7991, 1.8408, 2.0903)  -0.158
C (-4.0964, -0.4597, 3.3377)  -0.008
C (0.2300, 1.7886, 3.1482)  -0.042
H (-4.4333, -0.1433, 0.4890)  0.076
H (-2.6976, 0.2354, 0.1088)  0.042
H (-2.4044, 0.8020, 5.4695)  0.066
H (-1.9144, -3.6061, -4.1664)  0.112
H (1.2034, -4.0318, -1.4729)  0.073
H (0.6925, 2.6752, 3.5819)  0.079
H (-0.4083, -2.6627, -4.7823)  0.115
H (2.5268, 4.0411, 1.7269)  0.129
H (0.4317, 1.9441, 2.0884)  0.036
H (3.5363, -2.7248, 4.4165)  0.118
H (-3.8582, -0.3286, 4.3933)  0.047
H (3.7570, 4.6247, 0.6132)  0.105
H (-1.8746, 3.4452, 4.2280)  0.111
H (-1.5944, 3.4202, 2.5519)  0.114
H (-2.9448, -3.2616, -2.7914)  0.127
H (0.5688, -1.6418, 3.5814)  0.076
H (-2.4179, -4.1878, 1.6967)  0.118
H (-2.0771, 4.2186, -2.1049)  0.121
H (-3.9158, -1.5306, 3.2442)  0.052
H (-3.9024, 3.8264, 3.0623)  0.110
H (5.5035, -0.3223, -1.8838)  0.110
H (4.2539, -2.3511, 2.8474)  0.126
H (-3.3095, -1.2878, 0.7521)  0.051
H (4.0051, -2.5108, -3.5993)  0.124
H (0.8672, 0.9608, 3.4593)  0.066
H (0.0406, -1.0312, -4.2583)  0.084
H (-3.4544, 3.7599, -2.9512)  0.111
H (1.6209, -2.5496, 4.7342)  0.119
H (4.0630, -1.0605, -1.1015)  0.061
H (3.3593, 0.7050, -4.6724)  0.124
H (-0.4993, 1.1802, -4.3246)  0.090
H (-3.5260, 1.6339, -3.6553)  0.118
H (6.2501, 1.5869, -1.2616)  0.112
H (1.9371, -4.8499, -2.8814)  0.124
H (-0.9435, 1.7345, 5.6436)  0.077
H (-3.4182, 2.2684, 1.1628)  0.106
H (5.3404, 2.4375, -0.0676)  0.104
H (-1.1786, -2.9429, 1.8254)  0.084
H (2.8943, 3.4426, -2.2513)  0.114
H (-5.1548, -0.2391, 3.1989)  0.068
H (-3.9989, 2.4756, 4.1347)  0.106
H (-4.8860, 1.8511, 2.0092)  0.107
H (3.8887, 4.3315, -1.0993)  0.094
H (2.4744, 1.1932, -6.0135)  0.127
H (-1.5633, -5.3768, -1.2543)  0.118
H (-2.5048, -5.1860, 0.2810)  0.109
H (-0.8835, 0.1067, 5.1751)  0.061
H (-2.4869, 0.3663, -2.8711)  0.075
H (3.0211, -3.7894, -4.0511)  0.116
H (0.3098, 1.8943, -5.6967)  0.120

Cartesian forces (eV/Å) of the 2 atoms listed first:
-0.066 -0.130 1.073
0.011 -0.507 1.836



Among the records above, which one has the lowest total charge? C17H48N2O11SSi



Which of these has the lowest total charge? C17H48N2O11SSi



Which value of total charge does entry 1 give? +3



Which formula does entry 2 have? C17H48N2O11SSi